No. 1
{"formula": "C23H14Cl68N4PS", "method": "ωB97M-V/def2-TZVPD", "charge": 1, "spin_multiplicity": 1, "e_homo_ev": -11.76, "species": ["C", "C", "C", "C", "C", "N", "C", "N", "N", "P", "S", "N", "H", "H", "H", "H", "H", "H", "H", "H", "H", "H", "H", "H", "H", "H", "C", "Cl", "Cl", "Cl", "Cl", "C", "Cl", "Cl", "Cl", "Cl", "C", "Cl", "Cl", "Cl", "Cl", "C", "Cl", "Cl", "Cl", "Cl", "C", "Cl", "Cl", "Cl", "Cl", "C", "Cl", "Cl", "Cl", "Cl", "C", "Cl", "Cl", "Cl", "Cl", "C", "Cl", "Cl", "Cl", "Cl", "C", "Cl", "Cl", "Cl", "Cl", "C", "Cl", "Cl", "Cl", "Cl", "C", "Cl", "Cl", "Cl", "Cl", "C", "Cl", "Cl", "Cl", "Cl", "C", "Cl", "Cl", "Cl", "Cl", "C", "Cl", "Cl", "Cl", "Cl", "C", "Cl", "Cl", "Cl", "Cl", "C", "Cl", "Cl", "Cl", "Cl", "C", "Cl", "Cl", "Cl", "Cl"], "xyz": [[0.190, 4.075, 0.492], [0.878, 4.200, 1.947], [-0.054, 5.139, 2.835], [1.185, 2.768, 2.586], [2.446, 2.178, 1.784], [3.834, 2.486, 2.037], [4.457, 1.713, 0.993], [5.792, 1.709, 0.792], [3.510, 1.003, 0.199], [3.764, -0.080, -1.185], [3.797, 0.790, -2.911], [2.260, 1.284, 0.679], [0.772, 3.336, -0.157], [-0.910, 3.774, 0.573], [0.298, 5.086, -0.028], [1.890, 4.715, 1.807], [0.377, 6.197, 2.770], [-1.134, 5.202, 2.472], [-0.084, 4.879, 3.937], [1.493, 2.802, 3.677], [0.349, 2.007, 2.399], [6.234, 2.628, 0.644], [6.384, 0.879, 0.825], [2.642, -0.987, -1.187], [4.920, -0.924, -0.930], [1.340, 0.968, 0.350], [-0.388, 1.613, -2.933], [-0.113, 0.120, -3.852], [-0.715, 1.202, -1.231], [1.055, 2.643, -3.036], [-1.781, 2.478, -3.611], [-4.728, -0.057, -0.473], [-3.982, -1.640, -0.772], [-4.545, 0.370, 1.242], [-3.930, 1.171, -1.476], [-6.454, -0.126, -0.883], [2.250, -3.678, -2.911], [2.072, -3.321, -1.178], [3.365, -2.509, -3.662], [2.895, -5.318, -3.106], [0.664, -3.566, -3.699], [1.908, 8.822, 1.032], [2.578, 7.204, 0.729], [2.189, 9.270, 2.726], [2.701, 9.999, -0.032], [0.163, 8.808, 0.705], [-9.361, 3.089, 0.383], [-9.475, 3.304, 2.141], [-10.912, 2.494, -0.242], [-8.973, 4.646, -0.379], [-8.081, 1.912, 0.011], [7.789, -2.482, 0.193], [7.955, -0.892, 0.973], [6.102, -2.731, -0.320], [8.854, -2.558, -1.222], [8.244, -3.747, 1.346], [9.648, -2.977, 5.511], [9.732, -4.744, 5.354], [9.013, -2.281, 4.004], [8.572, -2.553, 6.858], [11.270, -2.331, 5.824], [-10.423, 6.407, 4.368], [-9.067, 7.395, 4.949], [-10.443, 6.420, 2.594], [-10.236, 4.739, 4.961], [-11.948, 7.080, 4.978], [-11.533, 0.466, 5.291], [-10.795, -1.121, 4.992], [-11.342, 0.895, 7.004], [-10.735, 1.690, 4.281], [-13.260, 0.399, 4.887], [13.154, -4.500, 9.039], [13.004, -4.098, 10.762], [14.309, -3.392, 8.270], [13.732, -6.169, 8.869], [11.570, -4.340, 8.254], [0.721, 2.117, 6.950], [-0.270, 0.906, 7.786], [-0.298, 3.064, 5.846], [1.462, 3.202, 8.141], [1.994, 1.295, 6.020], [-2.217, -4.665, -6.992], [-1.051, -4.159, -5.748], [-1.622, -6.131, -7.796], [-3.786, -4.998, -6.234], [-2.399, -3.367, -8.189], [1.170, -2.338, -10.078], [1.422, -3.831, -11.005], [0.831, -2.745, -8.384], [2.631, -1.332, -10.165], [-0.205, -1.444, -10.758], [-4.167, -6.842, -11.303], [-5.159, -8.099, -10.535], [-5.158, -5.931, -12.461], [-3.540, -5.740, -10.060], [-2.805, -7.596, -12.153], [5.419, 4.832, 4.490], [4.433, 3.631, 5.349], [4.385, 5.753, 3.377], [6.162, 5.937, 5.662], [6.692, 4.004, 3.567], [-11.899, -5.159, 4.133], [-10.543, -4.164, 4.703], [-11.916, -5.173, 2.358], [-11.711, -6.817, 4.737], [-13.424, -4.478, 4.735], [1.330, -8.212, -12.181], [1.523, -9.967, -12.366], [0.674, -7.527, -13.682], [0.214, -7.877, -10.842], [2.909, -7.476, -11.835]], "forces_ev_per_a": [[0.94, 0.14, 0.30], [-0.61, 0.26, -0.56], [0.24, 0.68, 0.21], [1.29, -0.75, -1.37], [0.92, -0.15, -0.46], [-3.28, -3.49, -4.51], [-2.64, 0.81, 1.67], [0.16, 0.40, -0.59], [1.47, 0.28, 1.28], [0.02, -0.27, -2.41], [0.49, 0.08, 0.80], [1.22, 2.93, 4.02], [-0.94, 0.96, 0.81], [1.59, 0.39, -0.14], [-0.41, -1.31, 0.73], [-1.37, -0.71, 0.31], [-0.69, -1.37, 0.09], [1.51, -0.31, 0.33], [0.22, 0.19, -1.35], [-0.49, 0.03, -1.39], [0.94, 1.19, 0.54], [-0.30, -0.88, 0.50], [-0.55, 0.36, -0.29], [0.62, 0.73, 0.98], [-0.99, 1.04, 0.55], [0.78, -0.12, -0.35], [0.17, 0.10, -0.48], [-0.03, 0.23, 0.24], [0.21, -0.14, -0.04], [-0.54, -0.04, 0.10], [0.29, -0.14, 0.18], [-0.07, -0.04, -0.03], [-0.07, 0.23, 0.03], [-0.03, -0.04, -0.23], [-0.45, -0.22, 0.16], [0.82, -0.62, -0.18], [0.10, -0.25, -0.47], [-0.05, -0.27, -0.06], [-0.31, -0.32, 0.28], [-0.14, 0.34, 0.09], [0.75, 0.19, 0.80], [-0.06, 0.31, 0.02], [-0.02, 0.11, -0.02], [-0.04, -0.14, -0.27], [-0.14, -0.26, 0.19], [0.27, -0.05, 0.05], [-0.09, -0.02, 0.07], [0.32, 0.04, -0.68], [0.25, 0.09, 0.11], [-0.05, -0.20, 0.11], [-0.67, 0.75, 0.26], [0.36, -0.54, -0.16], [0.06, -0.09, 0.04], [0.35, -0.30, 0.17], [-0.29, 0.10, 0.30], [-0.27, 0.21, -0.58], [0.16, 0.09, 0.14], [-0.06, 0.26, -0.05], [0.15, 0.04, 0.49], [0.15, -0.08, -0.20], [-0.36, 0.13, -0.39], [-0.03, 0.09, 0.01], [-0.18, -0.15, -0.08], [-0.05, 0.16, 0.32], [-0.06, 0.50, -0.02], [0.25, -0.13, -0.08], [0.04, 0.02, 0.10], [-0.26, 0.50, 0.05], [-0.03, -0.05, -0.23], [-0.35, -0.66, 0.29], [0.29, 0.01, 0.05], [-0.01, -0.06, 0.09], [0.03, -0.05, -0.28], [-0.17, -0.14, 0.08], [-0.09, 0.27, 0.02], [0.30, -0.29, 0.46], [-0.10, 0.02, 0.33], [0.19, 0.23, -0.20], [0.08, -0.19, 0.21], [-0.10, -0.21, -0.28], [-0.11, 0.04, 0.08], [-0.21, -0.07, -0.16], [-0.50, -0.27, -0.72], [0.36, 0.25, 0.71], [0.27, 0.05, -0.11], [-0.17, -0.15, 0.26], [0.04, -0.06, -0.08], [-0.06, 0.22, 0.17], [0.29, 0.08, -0.20], [-0.22, -0.14, 0.01], [0.18, -0.13, 0.12], [-0.09, 0.02, -0.10], [0.16, 0.19, -0.10], [0.13, -0.14, 0.17], [-0.49, -0.20, -0.76], [-0.38, 0.13, 0.07], [-0.06, 0.07, 0.10], [0.12, 0.17, -0.12], [0.13, -0.07, 0.13], [-0.14, -0.22, -0.25], [-0.10, 0.09, 0.12], [-0.10, -0.04, -0.02], [-0.07, -0.47, -0.08], [0.01, 0.01, 0.27], [-0.02, 0.27, -0.09], [0.26, -0.08, -0.09], [0.03, -0.06, 0.00], [-0.04, 0.29, 0.03], [0.08, -0.08, 0.23], [0.33, -0.04, -0.11], [-0.23, -0.07, -0.05]]}



No. 2
{"formula": "C23H15AuF10N3O6S2", "method": "ωB97M-V/def2-TZVPD", "charge": -1, "spin_multiplicity": 1, "e_homo_ev": -4.30, "species": ["Au", "C", "N", "C", "C", "N", "C", "C", "F", "C", "F", "C", "F", "C", "F", "C", "F", "C", "C", "N", "C", "C", "F", "C", "F", "C", "F", "C", "F", "C", "F", "H", "H", "H", "H", "H", "H", "H", "H", "H", "H", "H", "O", "S", "O", "O", "C", "C", "C", "C", "C", "C", "S", "O", "O", "O", "H", "H", "H", "H"], "xyz": [[0.543, 0.701, 0.764], [0.809, 4.114, 1.452], [-0.234, 3.139, 1.657], [-0.389, 2.704, 3.032], [-1.198, 1.421, 3.176], [-0.571, 0.296, 2.519], [-1.170, -0.919, 2.639], [-0.390, -2.083, 2.415], [0.906, -1.948, 2.120], [-0.885, -3.363, 2.500], [-0.077, -4.410, 2.277], [-2.210, -3.588, 2.850], [-2.698, -4.840, 2.942], [-3.007, -2.493, 3.093], [-4.302, -2.670, 3.410], [-2.506, -1.204, 2.979], [-3.420, -0.214, 3.160], [-1.461, 3.393, 0.936], [-2.032, 2.186, 0.186], [-1.050, 1.636, -0.757], [-1.435, 0.882, -1.705], [-2.728, 0.184, -1.829], [-3.512, 0.096, -0.748], [-3.123, -0.375, -2.971], [-4.291, -1.003, -3.099], [-2.272, -0.352, -4.168], [-2.788, -0.924, -5.257], [-1.050, 0.156, -4.140], [-0.253, 0.149, -5.205], [-0.468, 0.768, -2.897], [-0.055, 2.027, -3.212], [0.573, 5.106, 1.878], [1.001, 4.229, 0.386], [1.728, 3.756, 1.915], [-0.889, 3.478, 3.644], [0.613, 2.548, 3.438], [-2.219, 1.640, 2.838], [-1.296, 1.223, 4.254], [-1.284, 4.198, 0.220], [-2.254, 3.749, 1.615], [-2.906, 2.519, -0.384], [-2.378, 1.424, 0.879], [0.776, 0.106, -2.613], [0.783, -1.425, -2.165], [0.336, -2.194, -3.289], [0.068, -1.569, -0.941], [2.539, -1.709, -1.958], [2.915, -2.865, -2.648], [4.188, -3.394, -2.541], [5.112, -2.756, -1.738], [4.752, -1.595, -1.075], [3.480, -1.039, -1.157], [3.385, 0.506, -0.187], [4.661, 1.128, -0.449], [3.159, 0.081, 1.176], [2.237, 1.256, -0.736], [2.187, -3.355, -3.275], [4.444, -4.292, -3.087], [6.117, -3.143, -1.636], [5.489, -1.075, -0.481]], "forces_ev_per_a": [[0.36, 0.05, 0.49], [0.05, 0.09, 0.03], [-0.13, -0.18, -0.06], [0.03, -0.01, 0.02], [-0.06, 0.18, 0.06], [-0.18, 0.03, -0.15], [0.18, -0.06, -0.05], [-0.04, -0.15, 0.01], [-0.02, 0.01, 0.00], [-0.05, 0.07, 0.01], [-0.02, 0.00, 0.01], [0.02, 0.00, -0.02], [0.01, 0.03, 0.01], [0.04, 0.00, -0.01], [0.03, 0.00, -0.01], [-0.10, -0.06, 0.02], [0.09, 0.00, -0.01], [-0.06, 0.06, 0.03], [0.09, -0.09, 0.00], [-0.57, 0.71, -0.31], [-0.21, -0.38, -0.20], [0.19, 0.16, 0.20], [0.07, -0.01, -0.10], [0.22, 0.00, -0.45], [0.05, 0.01, 0.07], [-0.27, -0.12, 0.25], [0.06, 0.07, 0.04], [-0.18, 0.15, 0.06], [-0.02, 0.00, 0.07], [0.38, -0.28, -0.15], [0.01, 0.01, -0.02], [-0.02, -0.01, 0.01], [0.00, -0.01, -0.01], [0.02, 0.00, -0.01], [0.03, 0.03, -0.01], [0.00, -0.03, 0.01], [0.01, -0.03, 0.00], [0.02, -0.01, -0.02], [0.04, -0.06, -0.06], [-0.01, 0.03, -0.01], [0.00, 0.03, 0.05], [0.07, -0.04, 0.02], [-0.14, 0.07, 0.07], [0.26, 0.26, -0.24], [-0.03, -0.09, -0.01], [-0.07, -0.04, 0.26], [0.01, -0.12, 0.00], [-0.01, -0.06, -0.02], [-0.09, 0.04, -0.01], [-0.03, 0.08, 0.03], [0.18, -0.06, 0.02], [-0.04, 0.01, -0.04], [-0.06, -0.03, -0.23], [-0.10, 0.09, -0.06], [0.24, -0.18, 0.07], [-0.22, -0.19, 0.31], [-0.03, 0.00, 0.00], [-0.01, -0.01, -0.01], [0.02, -0.01, 0.02], [-0.02, 0.04, 0.02]]}